Run P
Below is a cluster of 2 separate species, C3H11NO3 in total, with properties calculated with ωB97M-V/def2-TZVPD.

Properties
Kohn-Sham gap (eV): 10.52
SMILES: NC(CO)CO.O
HOMO energy (eV): -9.78

Cartesian coordinates (Å):
N -0.2322 -1.1111 0.4845
C -0.5069 0.1724 -0.1522
C -1.9663 0.5159 -0.3805
O -2.6279 -0.3832 -1.2615
C 0.3520 1.2768 0.4481
O 1.7168 1.2427 0.0156
H 0.3254 -0.9570 1.3115
H -1.1278 -1.5484 0.6621
H -0.0611 0.3123 -1.1885
H -2.1896 1.5274 -0.7306
H -2.3911 0.6661 0.6484
H -2.0734 -1.1646 -1.2675
H 0.4202 1.3438 1.5512
H -0.0322 2.2725 0.1393
H 2.1481 0.5792 0.5841
O 2.6769 -1.2523 0.6341
H 3.4599 -1.6610 0.2564
H 1.9063 -1.6092 0.1655

---

Run Q
Below is a cluster of 4 separate species, C3H11NO3 in total, with properties calculated with ωB97M-V/def2-TZVPD.

Properties
Kohn-Sham gap (eV): 8.63
SMILES: C=CN=C.O.O.O
HOMO energy (eV): -8.62

Cartesian coordinates (Å):
C -1.6628 0.2236 -1.2115
C -0.4928 -0.0898 -1.7875
N 0.6504 0.7447 -2.0207
C 0.5108 1.9239 -1.5386
H -1.7127 1.0922 -0.5565
H -2.6153 -0.1641 -1.5504
H -0.4360 -1.0174 -2.3720
H 1.3125 2.3414 -0.9246
H -0.4290 2.4777 -1.6804
O 1.6878 -1.4900 0.0311
H 1.6248 -0.6854 -0.5066
H 2.5997 -1.7629 -0.0958
O -0.9885 0.6913 1.7064
H -1.9245 0.4607 1.7306
H -0.7031 0.2517 2.5208
O 0.6010 -1.4087 2.8551
H 0.9304 -2.1263 3.4050
H 1.0474 -1.4626 1.9954

---

Run R
Below is a cluster of 3 separate species, C3H11NO3 in total, with properties calculated with ωB97M-V/def2-TZVPD.

Properties
Kohn-Sham gap (eV): 10.55
SMILES: CN(C)C=O.O.O
HOMO energy (eV): -9.95

Cartesian coordinates (Å):
C -1.4399 1.5676 0.8725
N 0.0755 1.4277 0.5913
C 0.5739 1.9772 -0.6825
C 0.6509 0.3152 1.2045
O -0.0580 -0.4122 2.0120
H -2.1597 0.7800 0.3987
H -1.5560 2.5587 0.2784
H -1.4744 1.6332 1.9797
H 1.5192 1.2591 -0.9384
H 1.0253 3.0946 -0.6425
H -0.1805 1.6133 -1.4027
H 1.6826 0.1824 0.7903
O 0.9202 -2.6398 -2.6869
H 0.7398 -1.9633 -2.0022
H 0.3948 -2.3550 -3.4357
O -0.5975 -1.5120 -0.3213
H -1.1670 -2.2019 -0.1075
H -0.1799 -1.2429 0.5452

---

Run S
Below is a cluster of 3 separate species, C3H11NO3 in total, with properties calculated with ωB97M-V/def2-TZVPD.

Properties
Kohn-Sham gap (eV): 9.99
SMILES: C[C@@H](N)C=O.O.O
HOMO energy (eV): -9.12

Cartesian coordinates (Å):
C 1.4288 1.0929 -0.9688
C 0.0551 1.5142 -0.4295
N -1.0840 0.7717 -0.9039
C 0.1246 1.5139 1.1056
O 0.5149 0.5748 1.7535
H 1.3685 0.8353 -2.0159
H 1.7879 0.2002 -0.4372
H 2.2043 1.8504 -0.8731
H -0.0632 2.5754 -0.6641
H -0.9152 -0.2183 -1.0060
H -1.5325 1.2323 -1.6802
H -0.1811 2.4269 1.6442
O -0.7792 -2.2305 -1.4685
H -0.5270 -2.2991 -0.5323
H -0.1685 -2.8237 -1.9146
O -0.1474 -2.1956 1.2662
H -0.7171 -2.4738 1.9907
H 0.0734 -1.2643 1.4019

---

Ordering by calculated energy gives the sequence run S, run P, run R, run Q, with the first entry being the most stable.

---

Run P
Below is a cluster of 3 separate species, C3H11NO3 in total, with properties calculated with ωB97M-V/def2-TZVPD.

Properties
Kohn-Sham gap (eV): 10.10
SMILES: CNC(C)=O.O.O
HOMO energy (eV): -9.59

Cartesian coordinates (Å):
C -2.4444 0.8388 1.5463
N -2.7571 1.8764 0.5884
C -1.9648 2.3569 -0.4011
C -0.5318 1.8879 -0.5015
O -2.3992 3.1721 -1.1881
H -2.8041 -0.1366 1.2113
H -2.7582 1.0924 2.5456
H -1.3688 0.7274 1.6489
H -3.5726 2.4488 0.7246
H -0.3563 0.8666 -0.1564
H -0.1234 1.8530 -1.5109
H -0.0236 2.4943 0.2487
O 2.9128 -3.8824 1.6917
H 2.6936 -3.3722 0.8998
H 3.5649 -4.5085 1.3562
O 3.7316 -2.6926 -2.6208
H 4.5562 -3.1057 -2.8931
H 3.6455 -1.9163 -3.1895

---

Run Q
Below is a cluster of 3 separate species, C3H11NO3 in total, with properties calculated with ωB97M-V/def2-TZVPD.

Properties
Kohn-Sham gap (eV): 10.63
SMILES: CCNC=O.O.O
HOMO energy (eV): -9.88

Cartesian coordinates (Å):
C 0.0713 -2.1231 -2.1551
C 0.1157 -1.7024 -0.6940
N -0.7720 -0.5770 -0.4276
C -1.4742 -0.4945 0.7089
O -2.0736 0.5045 1.0502
H 0.8796 -2.8254 -2.3834
H 0.2600 -1.2369 -2.7790
H -0.8279 -2.5865 -2.5562
H -0.3176 -2.5181 -0.1129
H 1.1464 -1.5306 -0.4105
H -0.5722 0.3055 -0.8911
H -1.4711 -1.3875 1.3467
O 0.0891 2.8847 0.7822
H -0.8153 2.6426 0.5475
H 0.3085 2.6110 1.6740
O 3.0369 0.8320 0.5117
H 3.7815 0.8519 1.1204
H 2.4213 1.5641 0.5230

---

Ordering by calculated energy gives the sequence run Q, run P, with the first entry being the most stable.

---

Run P
Below is a cluster of 2 separate species, C8H8N4O4 in total, with properties calculated with ωB97M-V/def2-TZVPD.

Properties
Kohn-Sham gap (eV): 9.77
SMILES: O=c1cc[nH]c(=O)[nH]1.O=c1cc[nH]c(=O)[nH]1
HOMO energy (eV): -9.47

Cartesian coordinates (Å):
O 2.6714 2.5490 -0.5266
C 2.8780 1.2977 -0.4382
C 3.2237 0.4687 -1.5439
C 3.4521 -0.8299 -1.2949
N 3.3062 -1.3982 -0.0657
C 2.8819 -0.6739 1.0638
O 2.7405 -1.2107 2.1672
N 2.9143 0.6335 0.7967
H 3.5221 0.8632 -2.5501
H 3.7048 -1.6937 -2.0506
H 3.7304 -2.4105 0.0257
H 2.7258 1.3327 1.4958
O -2.6904 -2.4706 -0.6570
C -2.8418 -1.3140 -0.6456
C -3.0094 -0.3191 -1.7115
C -3.3325 0.9340 -1.3023
N -3.3310 1.3472 -0.0434
C -3.0240 0.5554 1.0728
O -3.1188 1.0665 2.1986
N -2.7183 -0.6347 0.6549
H -3.1460 -0.5097 -2.7815
H -3.6302 1.6505 -2.0144
H -3.6634 2.2298 0.3213
H -2.6306 -1.2828 1.4977

---

Run Q
Below is a cluster of 2 separate species, C8H8N4O4 in total, with properties calculated with ωB97M-V/def2-TZVPD.

Properties
Kohn-Sham gap (eV): 9.89
SMILES: O=c1cc[nH]c(=O)[nH]1.O=c1cc[nH]c(=O)[nH]1
HOMO energy (eV): -9.44

Cartesian coordinates (Å):
O 2.7869 -3.4127 -0.0758
C 2.7682 -2.1405 0.0412
C 3.7857 -1.3544 0.7792
C 3.4597 -0.1096 1.1577
N 2.4383 0.6760 0.6973
C 1.4633 0.0709 -0.1128
O 0.5147 0.7309 -0.5357
N 1.7838 -1.2877 -0.5068
H 4.6720 -1.9402 1.1628
H 4.0555 0.4462 1.9463
H 2.1949 1.6147 0.8074
H 1.0153 -1.9048 -0.8416
O -2.6815 3.1714 -1.3834
C -2.6911 2.0273 -0.9600
C -3.6446 0.9566 -1.3011
C -3.4909 -0.2506 -0.7504
N -2.4561 -0.5445 0.1154
C -1.5530 0.4263 0.6050
O -0.7276 0.1861 1.4793
N -1.6833 1.6065 -0.0836
H -4.4188 1.1873 -2.0061
H -4.1479 -1.0591 -1.0225
H -2.4385 -1.4250 0.5921
H -1.0048 2.3289 0.1963

---

Ordering by calculated energy gives the sequence run Q, run P, with the first entry being the most stable.

---

Run P
Below is an isolated molecule of C6H10N4, with properties calculated with ωB97M-V/def2-TZVPD.

Properties
Kohn-Sham gap (eV): 9.31
SMILES: [H]/N=C(\C)N=C=C(C)NN=C
HOMO energy (eV): -8.55

Cartesian coordinates (Å):
H -3.6076 -1.6091 1.2655
N -2.5778 -1.4449 1.1153
C -2.3924 -0.5827 0.2186
C -3.4803 0.2084 -0.5077
N -1.1480 -0.5036 -0.1895
C -0.1078 -0.0659 0.2989
C 1.0913 0.4441 0.4890
C 1.5907 1.8053 0.1640
N 2.1110 -0.4622 1.0223
N 2.7860 -1.2748 0.2162
C 3.1989 -1.0458 -0.9648
H -2.9097 0.5402 -1.4561
H -3.9749 1.0231 -0.0938
H -4.1731 -0.5469 -0.8691
H 1.7004 2.3478 1.0436
H 0.8335 2.3612 -0.2983
H 2.4488 1.8003 -0.4912
H 1.7589 -1.0636 1.8504
H 3.8478 -1.8128 -1.3244
H 3.0042 -0.1178 -1.4889

---

Run Q
Below is an isolated molecule of C6H10N4, with properties calculated with ωB97M-V/def2-TZVPD.

Properties
Kohn-Sham gap (alpha / beta) (eV): 8.13 / 8.19
HOMO energy (alpha / beta) (eV): -8.87 / -8.12

Cartesian coordinates (Å):
C 0.7683 0.3359 3.1459
C 1.6391 0.7681 2.1562
C -0.3706 0.1405 2.4807
C 0.1026 0.1000 -1.9992
C -0.4288 -1.2681 -2.2517
C -0.8009 0.9054 -1.0725
N 1.0830 0.8694 0.9754
N -0.2116 0.4073 1.1725
N -0.2885 -2.2470 -1.3618
N -1.0851 0.2972 0.2534
H 0.8145 0.1992 4.2714
H 2.6645 1.0640 2.3847
H -1.3856 -0.1120 2.8876
H 1.0872 -0.0254 -1.5438
H 0.2374 0.5850 -2.8703
H -1.6533 -1.2309 -2.5255
H -0.1861 -1.8026 -3.1868
H -0.2741 1.9133 -0.8667
H -1.8767 0.9062 -1.4825
H 0.1646 -1.8055 -0.5672

---

Ordering by calculated energy gives the sequence run P, run Q, with the first entry being the most stable.